C46H57CuGeO4SSb as an isolated structure. Source: the OMol25 dataset; level of theory: wB97M-V/def2-TZVPD.

Calculated values
expectation value of S² = 0.79
HOMO energy (alpha / beta) = -0.48 / -0.47 eV
HOMO-LUMO gap (alpha / beta) = 0.168 / 0.150 Eh
charge = -2
spin multiplicity = 2

Geometry (Å):
Cu (0.3485, 2.5307, -0.6718)
C (-3.9700, 5.6843, -1.0317)
C (-2.8705, 4.9394, -0.3241)
C (-2.1886, 5.8114, 0.7506)
O (-3.3760, 3.7720, 0.1658)
C (-1.6854, 4.6475, -1.3953)
O (-1.1968, 5.5155, -2.1116)
O (-1.2566, 3.4734, -1.2378)
H (-4.8247, 5.7674, -0.3918)
H (-4.3223, 5.2714, -1.9572)
H (-3.7014, 6.7245, -1.1735)
H (-2.9142, 6.3135, 1.3901)
H (-1.6274, 6.5882, 0.2488)
H (-1.5668, 5.3036, 1.4140)
H (-2.7084, 3.0903, -0.1107)
C (-6.1355, -1.9190, -0.9133)
C (-4.7398, -1.7189, -1.3774)
C (-3.7362, -2.8005, -0.8667)
Sb (-3.9370, 0.1806, -0.6047)
C (-5.3351, 1.6292, -1.5222)
C (-6.0808, 1.0782, -2.7141)
C (-6.3116, 2.2072, -0.3800)
C (-2.1457, 0.5730, -1.7836)
C (-1.3395, -0.6736, -2.2803)
C (-2.5403, 1.3193, -3.1508)
H (-6.5126, -2.9461, -1.2469)
H (-6.9503, -1.1461, -1.2651)
H (-6.1644, -1.9847, 0.2060)
H (-4.8103, -1.8154, -2.4721)
H (-3.5060, -2.6878, 0.2301)
H (-2.7845, -2.8148, -1.3467)
H (-4.1261, -3.8265, -0.8750)
H (-4.5954, 2.3725, -1.7965)
H (-6.7076, 0.2061, -2.4265)
H (-5.3874, 0.8540, -3.5380)
H (-6.7838, 1.8382, -3.0028)
H (-7.0548, 1.4931, 0.0419)
H (-6.8990, 3.0486, -0.7966)
H (-5.7188, 2.5716, 0.4639)
H (-1.6619, 1.3053, -1.2136)
H (-1.9929, -1.2887, -2.8544)
H (-0.8612, -1.3095, -1.4474)
H (-0.6261, -0.2025, -2.9862)
H (-3.1207, 0.7168, -3.8944)
H (-1.5847, 1.4976, -3.6960)
H (-3.0530, 2.2407, -3.0573)
O (-0.7214, 0.5442, 1.0895)
S (0.7191, 0.1502, 1.0088)
C (-0.0785, -3.3827, 0.1368)
C (-0.0811, -4.7681, 0.5768)
C (-0.5258, -5.0851, 1.8367)
C (-0.5450, -6.3798, 2.3347)
C (0.0504, -7.3736, 1.6450)
C (0.6650, -7.0798, 0.2861)
C (0.6574, -5.8134, -0.1738)
C (1.3817, 0.4848, 2.7976)
C (0.9453, -0.6132, 3.7571)
C (0.2306, -0.4334, 4.9231)
C (-0.0106, -1.4633, 5.7876)
C (0.4771, -2.7342, 5.5644)
C (1.1244, -3.0007, 4.3186)
C (1.3559, -1.9196, 3.4349)
H (-0.3271, -2.5412, 0.8137)
H (0.3021, -3.0632, -0.8434)
H (-1.1256, -4.2461, 2.3957)
H (-0.9329, -6.4537, 3.3248)
H (0.1083, -8.3494, 2.0559)
H (1.1578, -7.9282, -0.3377)
H (1.0502, -5.5036, -1.0402)
H (1.1678, 1.4688, 3.1832)
H (2.4664, 0.3754, 2.6591)
H (-0.1529, 0.5933, 5.0718)
H (-0.4696, -1.3822, 6.8091)
H (0.2740, -3.5252, 6.3771)
H (1.6928, -3.9220, 4.1056)
H (2.0104, -2.1274, 2.5685)
C (1.5449, 1.2471, 0.0978)
Ge (3.3856, 0.9925, -0.2201)
C (4.0294, -0.8618, -0.1248)
C (4.7031, -1.3581, 0.9917)
C (5.1185, -2.6666, 1.0032)
C (4.9157, -3.5385, -0.0546)
C (4.1585, -3.1232, -1.1363)
C (3.7173, -1.8180, -1.1273)
C (4.5802, 2.0780, 1.0652)
C (5.9832, 2.0806, 1.0295)
C (6.7141, 2.7213, 1.9982)
C (6.1072, 3.4086, 3.0749)
C (4.6691, 3.4760, 3.1188)
C (3.9093, 2.7846, 2.1671)
C (3.7856, 1.3319, -2.1443)
C (2.7098, 1.4449, -3.0435)
C (2.8250, 1.3693, -4.4169)
C (4.1437, 1.4208, -4.9511)
C (5.2445, 1.5223, -4.0518)
C (5.0518, 1.3298, -2.6237)
H (4.7708, -0.7279, 1.8760)
H (5.6591, -3.1221, 1.8998)
H (5.3596, -4.5046, 0.0433)
H (3.9222, -3.7446, -2.0440)
H (3.1543, -1.5071, -2.0314)
H (6.4868, 1.4887, 0.2025)
H (7.8034, 2.7162, 1.9949)
H (6.7332, 3.8229, 3.8216)
H (4.1118, 3.9384, 3.9540)
H (2.8309, 2.8064, 2.0565)
H (1.7442, 1.4665, -2.6144)
H (1.9209, 1.3862, -4.9877)
H (4.2455, 1.3861, -6.0061)
H (6.3056, 1.5660, -4.3909)
H (5.8523, 1.2286, -1.8901)

***

C46H57FeN4O2S2SbSi4Te as an isolated structure. Source: the OMol25 dataset; level of theory: wB97M-V/def2-TZVPD.

Calculated values
expectation value of S² = 0.84
HOMO energy (alpha / beta) = -9.60 / -9.60 eV
HOMO-LUMO gap (alpha / beta) = 0.243 / 0.178 Eh
ΔE to the lowest compared entry with this formula, charge and spin = 211.7 kJ/mol
charge = +1
spin multiplicity = 2

Geometry (Å):
Fe (0.2301, 0.6949, 0.0936)
O (-3.8769, -3.2389, 3.9889)
C (-4.1093, -2.0346, 3.8314)
O (-4.8613, -1.2067, 4.3570)
C (-3.1877, -1.3810, 2.7044)
C (-2.2801, -2.1693, 2.0206)
C (-1.3829, -1.5615, 1.1560)
N (-1.4233, -0.2465, 0.9273)
C (-2.3481, 0.5108, 1.5284)
C (-3.2288, -0.0189, 2.4591)
C (-2.2928, 1.9329, 1.1697)
C (-3.3615, 2.8041, 1.3437)
C (-3.1997, 4.1432, 1.0450)
C (-1.9648, 4.5836, 0.5865)
C (-0.9687, 3.6481, 0.3944)
N (-1.1194, 2.3536, 0.6637)
C (-0.2679, -2.2687, 0.5143)
C (-0.2224, -3.6537, 0.3876)
C (0.9046, -4.2466, -0.1474)
C (1.9676, -3.4442, -0.5434)
C (1.8407, -2.0768, -0.4039)
N (0.7530, -1.4982, 0.1059)
H (-2.2727, -3.2305, 2.2292)
H (-3.9269, 0.6002, 3.0068)
H (-4.3072, 2.4311, 1.7117)
H (-4.0172, 4.8402, 1.1710)
H (-1.7764, 5.6265, 0.3766)
H (0.0047, 3.9468, 0.0257)
H (-1.0677, -4.2447, 0.7092)
H (0.9595, -5.3222, -0.2485)
H (2.8738, -3.8730, -0.9461)
H (2.6415, -1.4095, -0.7042)
S (-1.1736, 0.2572, -1.9630)
C (-0.5694, 0.1819, -3.5074)
N (-1.3293, 0.2982, -4.5902)
C (-0.7489, 0.0112, -5.8930)
C (0.7709, 0.0553, -5.7216)
S (1.0985, -0.0870, -3.9276)
H (-2.3285, 0.3974, -4.4826)
H (-1.0844, 0.7608, -6.6089)
H (-1.0779, -0.9706, -6.2398)
H (1.1992, 0.9936, -6.0653)
H (1.2697, -0.7672, -6.2261)
C (1.7494, 5.7681, -5.1249)
Si (0.9132, 4.4440, -4.0663)
C (0.3457, 3.0518, -5.2160)
C (-0.6668, 5.1804, -3.3426)
Si (2.5839, 3.8866, -2.4479)
Te (1.9490, 1.9058, -0.9525)
Si (4.5818, 3.2737, -3.5915)
C (5.7045, 2.2284, -2.4950)
C (5.4809, 4.8419, -4.1379)
C (4.1067, 2.2519, -5.1159)
Si (2.8963, 5.8384, -1.0772)
C (3.4859, 7.3165, -2.0996)
C (4.1790, 5.3815, 0.2341)
C (1.2811, 6.3887, -0.2629)
H (1.0348, 6.2165, -5.8181)
H (2.5715, 5.3565, -5.7148)
H (2.1575, 6.5697, -4.5055)
H (-0.1885, 3.4594, -6.0769)
H (-0.3273, 2.3665, -4.6981)
H (1.1933, 2.4766, -5.5942)
H (-1.3718, 5.4127, -4.1437)
H (-0.4636, 6.1072, -2.8034)
H (-1.1598, 4.4895, -2.6595)
H (5.8812, 2.7150, -1.5334)
H (6.6745, 2.0525, -2.9628)
H (5.2403, 1.2606, -2.2942)
H (5.8852, 5.3845, -3.2808)
H (4.8201, 5.5212, -4.6803)
H (6.3156, 4.5928, -4.7955)
H (3.7027, 1.2854, -4.8050)
H (4.9660, 2.0634, -5.7625)
H (3.3539, 2.7665, -5.7170)
H (4.1493, 7.0319, -2.9175)
H (4.0285, 8.0186, -1.4633)
H (2.6361, 7.8522, -2.5263)
H (5.1839, 5.3455, -0.1922)
H (3.9722, 4.3995, 0.6661)
H (4.1921, 6.1117, 1.0462)
H (0.5247, 6.6165, -1.0163)
H (1.4454, 7.3001, 0.3169)
H (0.8738, 5.6381, 0.4122)
C (5.5180, -0.3752, 4.7065)
C (5.0387, -1.2037, 3.7026)
C (3.8931, -0.8547, 3.0037)
C (3.2189, 0.3234, 3.3087)
C (3.6918, 1.1428, 4.3250)
C (4.8439, 0.7967, 5.0169)
Sb (1.2958, 0.6669, 2.4192)
C (0.3396, -0.5338, 3.9119)
C (0.3018, -1.9133, 3.7330)
C (-0.2860, -2.7285, 4.6880)
C (-0.8440, -2.1674, 5.8261)
C (-0.7687, -0.7979, 6.0303)
C (-0.1654, 0.0180, 5.0832)
C (0.9301, 2.6299, 3.1974)
C (1.9114, 3.6153, 3.1303)
C (1.6661, 4.8866, 3.6321)
C (0.4301, 5.1937, 4.1805)
C (-0.5671, 4.2290, 4.2158)
C (-0.3151, 2.9554, 3.7287)
H (6.4128, -0.6454, 5.2515)
H (5.5591, -2.1225, 3.4655)
H (3.5221, -1.5134, 2.2250)
H (3.1605, 2.0447, 4.5961)
H (5.2102, 1.4444, 5.8027)
H (0.7342, -2.3644, 2.8455)
H (-0.3178, -3.8002, 4.5412)
H (-1.3360, -2.7990, 6.5530)
H (-1.1784, -0.3567, 6.9293)
H (-0.0794, 1.0808, 5.2677)
H (2.8817, 3.3862, 2.7011)
H (2.4457, 5.6371, 3.5928)
H (0.2450, 6.1792, 4.5878)
H (-1.5406, 4.4644, 4.6274)
H (-1.0968, 2.2064, 3.7769)

***

C46H57FeN4O2S2SbSi4Te as an isolated structure. Source: the OMol25 dataset; level of theory: wB97M-V/def2-TZVPD.

Calculated values
expectation value of S² = 8.77
HOMO energy (alpha / beta) = -9.56 / -9.56 eV
HOMO-LUMO gap (alpha / beta) = 0.245 / 0.179 Eh
ΔE to the lowest compared entry with this formula, charge and spin = 245.8 kJ/mol
charge = +1
spin multiplicity = 6

Geometry (Å):
Fe (-0.3543, -0.8310, 1.6093)
O (-1.6955, 5.4532, 3.7045)
C (-0.8237, 4.7421, 4.2288)
O (0.1165, 4.9901, 5.0014)
C (-0.9197, 3.2592, 3.8356)
C (0.0050, 2.3328, 4.3140)
C (-0.0589, 1.0382, 3.8517)
N (-0.9620, 0.6703, 2.9371)
C (-1.9673, 1.4887, 2.6242)
C (-1.9613, 2.8056, 3.0323)
C (-3.1058, 0.7900, 1.9628)
C (-4.3396, 1.3943, 1.7773)
C (-5.3845, 0.6333, 1.2797)
C (-5.1673, -0.7053, 0.9983)
C (-3.9034, -1.2255, 1.2209)
N (-2.8877, -0.4994, 1.6823)
C (0.6688, -0.1367, 4.4219)
C (1.4380, -0.0608, 5.5710)
C (1.8819, -1.2341, 6.1579)
C (1.5590, -2.4474, 5.5738)
C (0.8381, -2.4325, 4.3910)
N (0.4027, -1.3073, 3.8234)
H (0.7238, 2.6853, 5.0439)
H (-2.7280, 3.5249, 2.7715)
H (-4.4862, 2.4303, 2.0489)
H (-6.3582, 1.0798, 1.1260)
H (-5.9562, -1.3360, 0.6115)
H (-3.6982, -2.2747, 1.0407)
H (1.6621, 0.9002, 6.0129)
H (2.4718, -1.1978, 7.0644)
H (1.8780, -3.3857, 6.0050)
H (0.5924, -3.3551, 3.8814)
S (-0.7852, -3.0009, 0.5757)
C (-1.6798, -4.1143, 1.4836)
N (-2.2668, -5.1622, 0.9345)
C (-3.2254, -5.9024, 1.7586)
C (-2.8306, -5.6171, 3.2068)
S (-1.9945, -3.9987, 3.1732)
H (-2.2654, -5.2378, -0.0735)
H (-3.1642, -6.9657, 1.5391)
H (-4.2389, -5.5614, 1.5428)
H (-2.1314, -6.3552, 3.5922)
H (-3.6954, -5.5587, 3.8613)
C (0.3616, -1.5258, -4.3622)
Si (0.3075, 0.3292, -4.4951)
C (-0.2907, 0.8895, -6.1642)
C (2.0172, 1.0124, -4.2328)
Si (-1.2456, 1.0360, -2.9040)
Te (-0.5921, 0.1941, -0.6308)
Si (-3.2018, -0.1771, -3.3226)
C (-4.6282, 0.6861, -2.5103)
C (-3.0412, -1.8962, -2.6079)
C (-3.5222, -0.3207, -5.1434)
Si (-1.7739, 3.3021, -2.8016)
C (-2.7160, 3.6533, -4.3644)
C (-0.1959, 4.2708, -2.7495)
C (-2.7887, 3.6439, -1.2905)
H (1.1978, -1.9363, -4.9354)
H (-0.5592, -1.9787, -4.7374)
H (0.4895, -1.8272, -3.3178)
H (0.4681, 0.6465, -6.9137)
H (-0.4403, 1.9724, -6.1846)
H (-1.2242, 0.4182, -6.4625)
H (2.5318, 1.0621, -5.1961)
H (2.6059, 0.3751, -3.5680)
H (1.9980, 2.0212, -3.8148)
H (-4.3898, 0.9625, -1.4825)
H (-5.5027, 0.0286, -2.4935)
H (-4.9027, 1.5969, -3.0478)
H (-2.7903, -1.8573, -1.5458)
H (-2.2461, -2.4500, -3.1109)
H (-3.9808, -2.4457, -2.7259)
H (-3.4101, 0.6326, -5.6642)
H (-4.5526, -0.6600, -5.2861)
H (-2.8551, -1.0439, -5.6160)
H (-2.1240, 3.4164, -5.2516)
H (-2.9788, 4.7139, -4.4098)
H (-3.6413, 3.0755, -4.4180)
H (0.3655, 4.1660, -3.6828)
H (0.4424, 3.9319, -1.9306)
H (-0.4028, 5.3335, -2.5952)
H (-3.7681, 3.1663, -1.3450)
H (-2.9395, 4.7211, -1.1768)
H (-2.2844, 3.2827, -0.3893)
C (6.5144, -0.9004, 3.5359)
C (6.4757, -0.1261, 2.3822)
C (5.2691, 0.1172, 1.7412)
C (4.0886, -0.4140, 2.2577)
C (4.1342, -1.2081, 3.3982)
C (5.3447, -1.4507, 4.0380)
Sb (2.2518, -0.1651, 1.2009)
C (2.7274, 1.6171, 0.1907)
C (3.2605, 2.6455, 0.9732)
C (3.6551, 3.8392, 0.3862)
C (3.5359, 4.0093, -0.9873)
C (2.9904, 2.9998, -1.7659)
C (2.5704, 1.8110, -1.1792)
C (2.8761, -1.6941, -0.1584)
C (3.6038, -1.4268, -1.3156)
C (4.1671, -2.4650, -2.0479)
C (4.0174, -3.7780, -1.6256)
C (3.3157, -4.0513, -0.4592)
C (2.7569, -3.0129, 0.2750)
H (7.4567, -1.0759, 4.0379)
H (7.3891, 0.2903, 1.9776)
H (5.2622, 0.7128, 0.8356)
H (3.2309, -1.6563, 3.7919)
H (5.3707, -2.0673, 4.9280)
H (3.3788, 2.5234, 2.0442)
H (4.0576, 4.6331, 1.0013)
H (3.8656, 4.9305, -1.4495)
H (2.8973, 3.1360, -2.8361)
H (2.1224, 1.0431, -1.7985)
H (3.7526, -0.4087, -1.6500)
H (4.7392, -2.2434, -2.9402)
H (4.4628, -4.5845, -2.1932)
H (3.2167, -5.0718, -0.1121)
H (2.2434, -3.2447, 1.2043)

***

- Among the records above, which one has the lowest charge?
  C46H57CuGeO4SSb

***

- Among the records above, which one has the highest spin multiplicity?
  number 3